Computed, not measured: an isolated molecule of C3HBrN2 at a distorted geometry, with wB97M-V/def2-TZVPD.

Atoms and positions in Å:
N -0.450 -1.974 -1.315
C -0.235 -1.175 -0.531
C 0.001 -0.088 0.378
Br 1.977 -0.151 0.686
C -0.304 1.291 -0.201
N -0.580 2.381 -0.432
H -0.409 -0.284 1.415

Forces on atoms 1 to 2 (eV/Å):
-0.1096 -0.7271 -0.4660
-0.5705 0.4709 -0.0486

Results
E_tot = -76148.1400 eV
Net charge = 0
Spin multiplicity = 1
Energy above the lowest of the compared OMol25 structures with the same formula, charge and spin = 5.0 kcal/mol
Structure (SMILES) = N#CC(Br)C#N
Orbital gap = 0.39523 Eh